(1)
# C23H21NO

A 2-piece molecular cluster, C23H21NO overall in a non-equilibrium geometry (the ωB97M-V functional and the def2-TZVPD basis, the Open Molecules 2025 dataset).

Last column: Löwdin charge in e.
CARTESIAN COORDINATES (ANGSTROEM)
1 C -2.62 1.69 -3.03  -0.02
2 C -1.76 0.46 -2.81  -0.50
3 C -1.82 -0.10 -1.48  -0.07
4 C -1.59 -1.47 -1.16  -0.25
5 C -1.30 -2.47 -2.12  -0.04
6 C -1.01 -3.77 -1.74  -0.10
7 C -1.01 -4.13 -0.38  -0.11
8 C -1.27 -3.15 0.59  -0.11
9 C -1.59 -1.86 0.21  -0.06
10 O -1.01 0.02 -3.71  0.00
11 H -2.30 2.52 -2.40  0.05
12 H -2.54 2.00 -4.08  0.08
13 H -3.66 1.45 -2.79  0.09
14 H -2.26 0.53 -0.70  0.11
15 H -1.25 -2.17 -3.17  0.10
16 H -0.79 -4.52 -2.50  0.10
17 H -0.78 -5.15 -0.08  0.09
18 H -1.24 -3.41 1.65  0.10
19 H -1.80 -1.08 0.95  0.11
20 C 2.00 0.78 3.40  -0.02
21 N 1.47 0.85 2.04  -0.03
22 C 1.82 -0.16 1.16  -0.12
23 C 2.62 -1.24 1.56  -0.02
24 C 2.85 -2.30 0.70  -0.05
25 C 2.36 -2.27 -0.62  -0.07
26 C 1.65 -1.17 -1.07  0.00
27 C 1.32 -0.12 -0.18  -0.13
28 C 0.46 0.91 -0.57  0.04
29 C 0.20 1.99 0.30  -0.13
30 C 0.76 1.97 1.63  -0.11
31 C 0.55 3.08 2.46  -0.02
32 C -0.23 4.16 2.04  -0.06
33 C -0.82 4.15 0.76  -0.08
34 C -0.58 3.10 -0.10  -0.01
35 H 1.46 1.47 4.03  0.07
36 H 1.85 -0.23 3.80  0.09
37 H 3.07 1.01 3.42  0.11
38 H 3.07 -1.24 2.56  0.10
39 H 3.43 -3.16 1.04  0.11
40 H 2.55 -3.10 -1.30  0.11
41 H 1.30 -1.09 -2.10  0.13
42 H 0.23 1.02 -1.63  0.11
43 H 1.02 3.13 3.44  0.10
44 H -0.38 5.00 2.70  0.11
45 H -1.43 4.99 0.43  0.11
46 H -0.97 3.09 -1.12  0.10

Output
F_max = 0.0364 Eh/bohr
electronic energy = -27727.9419 eV
HOMO-LUMO gap = 4.72 eV
energy above the lowest of the compared OMol25 structures with the same formula, charge and spin = 0.445 eV

(2)
# C23H21NO2S

A 2-piece molecular cluster, C23H21NO2S overall in a non-equilibrium geometry (the ωB97M-V functional and the def2-TZVPD basis, the Open Molecules 2025 dataset).

Last column: Löwdin charge in e.
CARTESIAN COORDINATES (ANGSTROEM)
1 C 1.62 -7.09 -0.55  -0.05
2 C 1.29 -5.65 -0.68  -0.28
3 C 2.27 -4.73 -1.03  -0.03
4 C 1.96 -3.39 -1.19  -0.06
5 C 0.67 -2.97 -1.00  -0.30
6 S 0.23 -1.24 -1.25  0.76
7 C 0.61 -0.54 0.35  -0.29
8 N 1.71 -0.82 0.94  -0.18
9 C 2.75 -1.04 1.49  0.04
10 O 1.20 -0.69 -2.27  -0.37
11 O -1.27 -1.18 -1.38  -0.38
12 C -0.31 -3.86 -0.63  -0.06
13 C 0.00 -5.19 -0.48  -0.03
14 H 0.75 -7.68 -0.28  0.08
15 H 2.01 -7.49 -1.49  0.08
16 H 2.38 -7.25 0.22  0.08
17 H 3.28 -5.08 -1.19  0.12
18 H 2.72 -2.68 -1.48  0.11
19 H -0.07 0.15 0.81  0.06
20 H -1.32 -3.50 -0.50  0.11
21 H -0.77 -5.90 -0.21  0.11
22 C -4.32 3.07 -2.85  -0.04
23 C -3.10 3.02 -2.00  -0.25
24 C -1.84 3.15 -2.57  -0.02
25 C -0.70 3.12 -1.80  0.00
26 C -0.77 2.96 -0.40  -0.20
27 C 0.45 2.97 0.32  0.09
28 C 0.78 2.83 1.70  -0.21
29 C 2.15 2.86 2.04  -0.02
30 C 2.58 2.76 3.34  -0.07
31 C 1.66 2.62 4.36  -0.06
32 C 0.31 2.57 4.07  -0.07
33 C -0.13 2.67 2.77  -0.01
34 C -2.06 2.80 0.16  0.01
35 C -3.18 2.85 -0.62  -0.02
36 H -5.23 2.94 -2.25  0.08
37 H -4.40 4.02 -3.37  0.09
38 H -4.30 2.27 -3.59  0.09
39 H -1.77 3.27 -3.64  0.12
40 H 0.26 3.20 -2.27  0.12
41 H 1.31 3.13 -0.30  0.12
42 H 2.88 2.96 1.25  0.12
43 H 3.63 2.80 3.57  0.11
44 H 1.99 2.55 5.38  0.11
45 H -0.40 2.44 4.87  0.11
46 H -1.18 2.62 2.60  0.08
47 H -2.19 2.63 1.21  0.09
48 H -4.16 2.74 -0.17  0.12

Output
F_max = 0.0942 Eh/bohr
electronic energy = -40606.6145 eV
HOMO-LUMO gap = 3.68 eV
energy above the lowest of the compared OMol25 structures with the same formula, charge and spin = 6.144 eV

(3)
# C23H21NO6

A single C23H21NO6 molecule (the ωB97M-V functional and the def2-TZVPD basis, the Open Molecules 2025 dataset).

Last column: Löwdin charge in e.
CARTESIAN COORDINATES (ANGSTROEM)
1 O -3.15 -3.32 0.96  0.08
2 C -2.79 -2.56 0.09  -0.47
3 C -2.14 -3.06 -1.20  -0.08
4 O -1.46 -2.08 -1.95  -0.04
5 C -0.26 -1.62 -1.51  -0.26
6 C 0.42 -0.76 -2.38  0.01
7 C 1.64 -0.24 -2.04  -0.01
8 C 2.23 -0.56 -0.81  -0.12
9 C 3.48 -0.05 -0.35  -0.11
10 C 3.96 -0.42 0.87  -0.09
11 C 3.25 -1.31 1.75  -0.39
12 O 3.60 -1.68 2.84  0.13
13 O 2.04 -1.76 1.27  0.13
14 C 1.54 -1.42 0.06  -0.19
15 C 0.30 -1.95 -0.29  0.08
16 C 5.30 0.20 1.15  -0.11
17 C 5.42 1.28 0.05  -0.15
18 C 4.43 0.87 -1.05  -0.11
19 N -2.93 -1.22 0.15  0.13
20 C -3.64 -0.57 1.23  -0.19
21 C -2.75 0.43 1.99  -0.07
22 C -2.05 1.38 1.05  -0.22
23 C -0.69 1.23 0.80  -0.03
24 C -0.04 2.09 -0.08  -0.07
25 C -0.75 3.09 -0.72  -0.08
26 C -2.10 3.24 -0.47  -0.08
27 C -2.75 2.40 0.42  -0.03
28 C -4.91 0.11 0.74  -0.50
29 O -5.65 0.74 1.44  0.12
30 O -5.12 -0.07 -0.57  0.13
31 H -1.49 -3.91 -0.96  0.14
32 H -2.94 -3.42 -1.85  0.15
33 H -0.05 -0.52 -3.33  0.12
34 H 2.15 0.42 -2.72  0.12
35 H -0.18 -2.60 0.42  0.13
36 H 6.08 -0.56 1.07  0.13
37 H 5.35 0.61 2.16  0.12
38 H 5.13 2.25 0.46  0.11
39 H 6.44 1.36 -0.32  0.11
40 H 4.93 0.33 -1.86  0.13
41 H 3.92 1.73 -1.49  0.12
42 H -2.66 -0.65 -0.64  0.15
43 H -3.95 -1.37 1.92  0.17
44 H -3.39 0.98 2.68  0.13
45 H -2.01 -0.13 2.57  0.13
46 H -0.13 0.45 1.30  0.11
47 H 1.01 1.97 -0.26  0.10
48 H -0.25 3.75 -1.41  0.10
49 H -2.66 4.03 -0.95  0.10
50 H -3.80 2.54 0.63  0.11
51 H -5.95 0.36 -0.84  0.14

Output
F_max = 0.0190 Eh/bohr
electronic energy = -37968.6912 eV
HOMO-LUMO gap = 8.60 eV
energy above the lowest of the compared OMol25 structures with the same formula, charge and spin = 0.000 eV
SMILES = O=C(COc1ccc2c3c(c(=O)oc2c1)CCC3)N[C@@H](Cc1ccccc1)C(=O)O

(4)
# C23H22BN5O8

A 4-piece molecular cluster, C23H22BN5O8 overall (the ωB97M-V functional and the def2-TZVPD basis, the Open Molecules 2025 dataset).

Last column: Löwdin charge in e.
CARTESIAN COORDINATES (ANGSTROEM)
1 C -2.73 -1.17 -1.00  0.03
2 B -1.35 -1.51 -1.65  -0.44
3 O -0.39 -2.15 -0.92  0.16
4 C -1.06 -1.08 -3.20  -0.38
5 O -2.26 -0.94 -3.95  0.00
6 C -0.50 0.28 -3.12  -0.15
7 N -0.13 1.36 -3.00  0.20
8 C -0.02 -2.03 -3.90  -0.08
9 C -0.53 -2.56 -5.17  -0.21
10 N -0.94 -2.97 -6.16  0.16
11 H -2.62 -0.25 -0.42  0.07
12 H -3.54 -1.02 -1.71  0.06
13 H -3.02 -1.97 -0.31  0.08
14 H 0.51 -1.86 -1.13  0.08
15 H -2.91 -1.60 -3.66  0.10
16 H 0.21 -2.88 -3.27  0.11
17 H 0.90 -1.48 -4.10  0.12
18 O 2.26 -2.13 -1.87  0.03
19 N 3.43 -1.76 -1.83  -0.31
20 O 3.95 -1.14 -2.73  0.11
21 C 4.25 -2.13 -0.67  -0.14
22 C 3.68 -2.84 0.37  0.01
23 C 4.49 -3.19 1.44  -0.06
24 C 5.83 -2.84 1.45  -0.06
25 C 6.37 -2.12 0.40  -0.06
26 C 5.58 -1.76 -0.68  0.00
27 H 2.63 -3.11 0.36  0.12
28 H 4.06 -3.74 2.27  0.11
29 H 6.45 -3.12 2.29  0.11
30 H 7.42 -1.85 0.41  0.11
31 H 5.99 -1.20 -1.51  0.12
32 O 3.39 -1.26 4.08  0.07
33 N 2.23 -1.52 3.83  -0.35
34 O 1.81 -2.65 3.69  0.06
35 C 1.29 -0.40 3.70  -0.15
36 C 1.77 0.89 3.81  0.00
37 C 0.89 1.94 3.68  -0.06
38 C -0.46 1.70 3.45  -0.06
39 C -0.92 0.39 3.35  -0.06
40 C -0.05 -0.67 3.47  0.00
41 H 2.82 1.06 4.00  0.12
42 H 1.25 2.96 3.77  0.11
43 H -1.15 2.53 3.35  0.09
44 H -1.97 0.20 3.18  0.10
45 H -0.39 -1.69 3.38  0.12
46 O -3.42 2.54 2.47  0.05
47 N -4.09 3.45 2.02  -0.34
48 O -4.78 4.19 2.70  0.09
49 C -4.06 3.68 0.57  -0.15
50 C -3.30 2.84 -0.22  0.00
51 C -3.27 3.04 -1.59  -0.05
52 C -4.00 4.09 -2.15  -0.06
53 C -4.75 4.93 -1.33  -0.06
54 C -4.79 4.73 0.04  0.00
55 H -2.73 2.04 0.23  0.10
56 H -2.68 2.39 -2.22  0.09
57 H -3.98 4.25 -3.22  0.11
58 H -5.32 5.74 -1.77  0.11
59 H -5.37 5.37 0.68  0.12

Output
F_max = 0.0189 Eh/bohr
electronic energy = -48707.2477 eV
HOMO-LUMO gap = 9.07 eV
SMILES = CB(O)[C@@](O)(C#N)CC#N.O=[N+]([O-])c1ccccc1.O=[N+]([O-])c1ccccc1.O=[N+]([O-])c1ccccc1